(1)
Molecular formula: C30H32BrClIN2O17P
Method: DFT, ωB97M-V/def2-TZVPD

XYZ file:
```
85
Properties=species:S:1:pos:R:3:lowdin_charge:R:1
C 3.025 0.245 -1.388 -0.08
C 1.443 0.662 -1.532 -0.38
O 1.434 1.949 -2.305 -0.15
C 0.520 -0.382 -2.381 -0.08
C -0.382 -1.425 -1.431 -0.25
C -2.005 -1.405 -1.568 -0.19
C -2.837 -0.234 -0.825 -0.68
C -3.245 -0.596 0.758 -0.17
I -2.070 1.815 -1.073 1.09
C -0.087 -2.820 -2.327 -0.25
O -0.273 -3.013 -3.648 -0.03
N 0.393 -3.977 -1.480 0.00
C 0.275 -3.646 0.024 -0.67
Cl -1.351 -4.432 0.434 0.61
C 1.570 -4.456 0.620 -0.13
C 1.597 -4.628 2.250 -0.62
O 2.584 -4.003 2.947 -0.12
Br 0.327 -5.736 3.342 0.62
C 0.346 -1.970 -0.079 -0.22
P 0.192 -1.165 1.618 0.75
N -0.659 -2.089 2.691 -0.17
O -0.369 0.480 1.658 -0.29
O 1.815 -1.137 2.318 -0.24
H 3.257 -0.606 -2.159 0.08
H 3.248 -0.083 -0.265 0.08
H 3.721 1.195 -1.576 0.10
H 1.059 0.936 -0.465 0.10
H 1.769 2.635 -1.643 0.11
H -0.248 0.219 -3.029 0.11
H 1.234 -0.952 -3.123 0.13
H -2.246 -1.321 -2.735 0.15
H -2.490 -2.447 -1.245 0.12
H -3.904 -0.200 -1.368 0.09
H -2.773 -1.601 1.125 0.05
H -4.431 -0.702 0.849 0.09
H -2.975 0.337 1.442 0.05
H 1.360 -4.292 -1.734 0.13
H 1.503 -5.559 0.173 0.15
H 2.619 -4.040 0.241 0.14
H 1.525 -1.845 -0.311 0.14
H -1.422 -1.524 3.115 -0.04
H 0.267 1.033 2.215 0.10
H 2.195 -0.236 2.014 0.07
O 4.750 -2.026 -0.951 0.06
C 5.958 -1.985 -1.151 -0.29
C 6.665 -0.725 -1.435 0.08
C 7.979 -0.717 -1.666 -0.20
O 8.649 0.463 -1.931 0.09
C 8.775 -1.975 -1.649 -0.30
O 9.978 -1.939 -1.883 0.11
C 8.073 -3.231 -1.341 0.08
C 6.760 -3.239 -1.107 -0.20
O 6.094 -4.415 -0.814 0.08
H 6.073 0.181 -1.447 0.12
H 9.588 0.205 -2.064 0.12
H 8.667 -4.136 -1.314 0.14
H 5.154 -4.159 -0.687 0.10
O -2.918 8.815 -4.412 0.11
C -2.472 7.920 -3.702 -0.31
C -2.994 6.546 -3.751 0.08
C -2.498 5.599 -2.952 -0.21
O -2.982 4.304 -2.995 0.01
C -1.406 5.897 -1.985 -0.30
O -0.983 5.010 -1.251 0.05
C -0.868 7.265 -1.953 0.08
C -1.361 8.212 -2.754 -0.21
O -0.858 9.500 -2.732 0.08
H -3.789 6.344 -4.457 0.14
H -2.464 3.810 -2.323 -0.10
H -0.062 7.464 -1.258 0.14
H -1.381 9.995 -3.399 0.12
O -8.450 -0.616 5.382 0.11
C -7.242 -0.575 5.181 -0.31
C -6.535 0.684 4.897 0.08
C -5.221 0.692 4.667 -0.21
O -4.551 1.872 4.402 0.08
C -4.425 -0.566 4.684 -0.30
O -3.222 -0.529 4.450 0.09
C -5.127 -1.822 4.992 0.08
C -6.440 -1.829 5.226 -0.21
O -7.106 -3.006 5.518 0.08
H -7.127 1.591 4.885 0.14
H -3.612 1.615 4.269 0.11
H -4.533 -2.726 5.019 0.14
H -8.046 -2.749 5.645 0.12
```

## Properties
SMILES   C[C@@H](O)C[C@@]1(C[C@@H](C)I)C(=O)N[C@@](Cl)(CC(=O)Br)[C@@H]1P(=N)(O)O.O=C1C=C(O)C(=O)C=C1O.O=C1C=C(O)C(=O)C=C1O.O=C1C=C(O)C(=O)C=C1O
Gap between HOMO and LUMO   0.24766 hartree
Total energy   -169361.780 eV

(2)
Molecular formula: C30H32Cl2MgN8O5
Method: DFT, ωB97M-V/def2-TZVPD

XYZ file:
```
78
Properties=species:S:1:pos:R:3:lowdin_charge:R:1
Mg -0.149 -0.523 0.353 0.64
Cl -4.055 -0.918 5.571 0.65
C -3.492 -1.128 3.941 -0.69
C -2.136 -1.300 3.725 -0.05
C -1.623 -1.455 2.442 -0.21
N -0.240 -1.536 2.167 0.04
C 0.568 -2.063 3.085 -0.49
O 0.278 -2.698 4.100 0.03
C 2.053 -1.842 2.828 -0.19
C 2.965 -2.713 3.420 0.00
C 4.314 -2.493 3.229 -0.06
C 4.714 -1.393 2.479 -0.07
C 3.734 -0.572 1.952 -0.14
N 2.429 -0.787 2.111 0.11
C -2.511 -1.428 1.338 -0.21
C -3.877 -1.282 1.580 -0.05
C -4.361 -1.130 2.869 -0.69
Cl -6.074 -0.935 3.091 0.64
N -1.911 -1.608 0.070 0.05
C -2.625 -1.481 -1.044 -0.49
O -3.803 -1.141 -1.205 0.01
C -1.834 -1.785 -2.305 -0.18
C -2.531 -1.993 -3.491 0.01
C -1.815 -2.244 -4.646 -0.06
C -0.429 -2.260 -4.583 -0.06
C 0.171 -2.034 -3.357 -0.13
N -0.506 -1.812 -2.233 0.11
H -1.471 -1.340 4.574 0.11
H 2.583 -3.530 4.014 0.12
H 5.047 -3.158 3.666 0.11
H 5.760 -1.168 2.319 0.10
H 4.007 0.309 1.378 0.11
H -4.569 -1.273 0.755 0.09
H -3.609 -1.940 -3.472 0.12
H -2.328 -2.416 -5.584 0.11
H 0.175 -2.443 -5.460 0.10
H 1.254 -2.033 -3.275 0.09
O -0.914 0.884 -0.997 0.03
C -1.876 1.625 -1.136 -0.43
C -2.869 1.914 -0.050 -0.07
C -2.821 3.436 0.215 -0.16
C -1.437 4.087 0.013 -0.18
C -1.105 4.515 -1.427 -0.18
C -0.880 3.358 -2.400 -0.17
N -1.983 2.393 -2.276 0.09
H -2.589 1.342 0.833 0.11
H -3.861 1.572 -0.350 0.13
H -3.155 3.605 1.239 0.11
H -3.548 3.948 -0.424 0.11
H -0.664 3.407 0.382 0.10
H -1.383 4.975 0.646 0.11
H -0.216 5.150 -1.422 0.11
H -1.926 5.139 -1.803 0.11
H 0.042 2.822 -2.171 0.11
H -0.823 3.708 -3.431 0.11
H -2.876 2.873 -2.303 0.13
C 4.038 1.666 -2.291 0.00
N 3.430 0.415 -1.863 -0.03
C 3.957 -0.791 -2.196 -0.04
C 3.415 -1.941 -1.753 0.00
C 2.229 -1.826 -0.960 -0.41
N 1.690 -0.660 -0.686 0.14
C 2.332 0.493 -1.014 -0.49
O 1.971 1.586 -0.595 0.05
N 1.645 -2.913 -0.471 0.22
H 4.862 1.433 -2.962 0.09
H 4.404 2.221 -1.430 0.10
H 3.301 2.274 -2.811 0.10
H 4.837 -0.769 -2.825 0.13
H 3.847 -2.898 -1.995 0.12
H 1.976 -3.818 -0.755 0.13
H 0.754 -2.886 0.013 0.11
C 0.271 1.516 2.882 -0.08
O 0.077 1.321 1.482 -0.18
H -0.687 1.335 3.367 0.09
H 0.590 2.543 3.075 0.09
H 1.011 0.815 3.269 0.07
H 0.831 1.675 0.982 0.06
```

## Properties
Gap between HOMO and LUMO   0.24833 hartree
Total energy   -84283.779 eV

Question: The lowest gap between HOMO and LUMO belongs to which entry?
Answer: C30H32BrClIN2O17P